[1]
This record from OMol25 describes the molecule C2H7PSi at a distorted geometry. The level of theory is ωB97M-V with the def2-TZVPD basis set.

Geometry (Å):
C 0.62660 0.59575 0.03767
C -0.57462 1.05904 0.37825
Si 1.54202 -0.96073 -0.52110
P -2.49188 0.48470 0.72844
H 1.31476 1.49144 -0.08188
H -2.23302 -0.78782 1.01877
H -0.47187 2.02217 0.77759
H 1.99211 -1.48501 0.84140
H 2.47059 -0.81615 -1.52775
H 0.34677 -1.78804 -1.07607
H -2.52147 0.18466 -0.57533

Cartesian forces (eV/Å) of the 2 atoms listed first:
C 1.4 1.1 -1.5
C -1.5 -1.3 1.3

Summary:
* net charge: 0
* frontier orbital gap: 10.589 eV
* HOMO energy: -9.59 eV
* SMILES: [SiH3]/C=C\P
* E_tot: -19350.55441 eV

Mulliken atomic charge list, values in e, 2 entries: number 1, C, carries -0.32; number 2, C, carries -0.34

***

[2]
This record from OMol25 describes a structure of composition C2H5N4 at a distorted geometry. The level of theory is ωB97M-V with the def2-TZVPD basis set.

Geometry (Å):
C 1.41241 -0.15263 -0.44220
C -1.32234 -0.12973 0.73796
N 0.32951 -0.10307 -0.07394
N -1.68386 -0.93845 1.57238
N 2.61952 -0.12074 -0.84962
N -1.87554 0.79032 -0.03855
H -1.08217 -1.33947 2.33858
H 2.53893 -0.33121 -1.83820
H 3.42419 0.45041 -0.58666
H -1.45053 1.26994 -0.77415
H -2.91013 0.60462 -0.04558

Cartesian forces (eV/Å) of the 2 atoms listed first:
C -0.6 1.1 1.8
C -0.4 -0.6 -0.4

Summary:
* net charge: +1
* frontier orbital gap: 11.105 eV
* HOMO energy: -14.99 eV
* E_tot: -8106.45647 eV

Mulliken atomic charge list, values in e, 2 entries: number 1, C, carries 0.35; number 2, C, carries 0.59

***

[3]
This record from OMol25 describes the molecule C4H12NO6PS at a distorted geometry. The level of theory is ωB97M-V with the def2-TZVPD basis set.

Geometry (Å):
O -0.84629 -0.24913 3.51636
O -1.03717 0.87411 -3.80725
O 1.00297 1.17610 -2.38244
O -2.45563 -0.15014 -1.37740
O 1.20997 -1.38052 2.56097
O 1.18168 0.48602 4.33060
N -0.99791 -0.25174 -1.42947
C -0.24249 -0.34267 -0.16824
C -0.41944 0.95615 0.62563
C 0.66431 1.16959 1.66573
C 0.50658 -1.25330 -3.46590
P 0.53640 -0.03339 3.00857
S -0.11904 0.29736 -2.83317
H -2.81070 0.52120 -1.98813
H 0.92229 -1.95543 3.30029
H 0.35330 0.56080 4.82403
H -0.64327 -1.18876 0.46144
H 0.82740 -0.56289 -0.33365
H -1.38123 1.01144 1.09306
H -0.41595 1.80173 -0.07369
H 0.58882 2.17504 2.05534
H 1.61964 1.04091 1.17561
H 1.25225 -1.09027 -4.24831
H 0.98916 -1.72962 -2.63923
H -0.28564 -1.88259 -3.87076

Cartesian forces (eV/Å) of the 2 atoms listed first:
O -0.6 -0.3 -1.2
O 0.4 -1.0 1.3

Summary:
* net charge: 0
* frontier orbital gap: 9.906 eV
* HOMO energy: -9.41 eV
* SMILES: CS(=O)(=O)N(O)CCCP(=O)(O)O
* E_tot: -38241.17145 eV

Mulliken atomic charge list, values in e, 2 entries: number 1, O, carries -0.75; number 2, O, carries -0.67

***

[4]
This record from OMol25 describes the molecule C3H6N2Si at a distorted geometry. The level of theory is ωB97M-V with the def2-TZVPD basis set.

Geometry (Å):
C -2.19940 0.88550 0.17450
C -0.80739 0.99150 0.21782
C -2.44323 -1.42612 -0.38092
N -2.63678 -0.27238 -0.13287
N -0.06798 0.03145 -0.10506
Si 1.65923 -0.33050 -0.08594
H -2.94573 1.72326 0.46221
H -0.46530 1.85924 0.68014
H -2.31718 -2.19048 -1.01534
H 1.80232 -1.66245 -0.92141
H 1.91134 -0.74887 1.42511
H 2.75746 0.56181 -0.38326

Cartesian forces (eV/Å) of the 2 atoms listed first:
C -2.8 3.5 1.1
C 0.1 -0.3 0.3

Summary:
* net charge: 0
* frontier orbital gap: 8.498 eV
* HOMO energy: -7.97 eV
* E_tot: -14062.13825 eV

Mulliken atomic charge list, values in e, 2 entries: number 1, C, carries -0.46; number 2, C, carries 0.14

***

Ordered LUMO results: 0.037, -0.143, 0.018, 0.019; unit hartree.
Ordered energy above the lowest of the compared OMol25 structures with the same formula, charge and spin results: 72.4, 122.6, 0.0, 289.2; unit kJ/mol.